Record 1
{"formula": "C18H15BrIr", "method": "ωB97M-V/def2-TZVPD", "symbols": ["C", "C", "C", "H", "C", "C", "H", "H", "H", "H", "Ir", "Br", "C", "C", "C", "H", "C", "C", "H", "H", "H", "H", "C", "C", "C", "C", "C", "C", "C", "C", "H", "H", "H", "H", "H"], "xyz": [[2.03163, 1.30865, -0.31507], [2.13710, 0.35602, 0.75410], [1.84298, -0.94464, 0.23497], [2.43591, 0.56448, 1.77733], [1.51322, -0.81270, -1.15380], [1.65841, 0.57927, -1.51084], [1.50915, 0.98239, -2.50314], [2.25639, 2.36929, -0.24636], [1.88930, -1.88898, 0.78017], [1.27118, -1.64374, -1.82620], [0.06213, 0.42336, -0.02976], [-2.25981, 1.25229, 0.27885], [-1.29198, 3.00719, -1.90862], [-0.41904, 2.83531, -3.01485], [0.83051, 3.43571, -2.67754], [-0.68881, 2.44812, -3.99746], [0.73463, 3.93370, -1.33870], [-0.56750, 3.65092, -0.86335], [-0.95971, 3.98549, 0.09369], [-2.35821, 2.79331, -1.94150], [1.67219, 3.59268, -3.35535], [1.50070, 4.52569, -0.83672], [-1.13792, -0.62489, 0.92174], [-1.58803, -1.63327, 1.58865], [-1.91958, -2.84074, 2.23840], [-1.19270, -4.01780, 1.91949], [-1.34984, -5.17922, 2.67417], [-2.25420, -5.23651, 3.74008], [-3.07101, -4.12131, 3.98156], [-2.92930, -2.94185, 3.23562], [-0.47339, -3.97979, 1.10525], [-0.74798, -6.04808, 2.44724], [-2.32472, -6.14601, 4.35905], [-3.80495, -4.18277, 4.77534], [-3.57326, -2.09857, 3.46397]], "homo_ev": [-0.5, -4.1], "s2": 6.049, "lumo_energy_ev": [3.1, 1.0], "multiplicity": 5, "total_charge": -1}



Record 2
{"formula": "C27H29BiCl5N6SSi", "method": "ωB97M-V/def2-TZVPD", "symbols": ["Bi", "S", "C", "N", "C", "C", "N", "H", "H", "H", "H", "H", "H", "C", "C", "C", "C", "C", "C", "Si", "C", "C", "C", "C", "C", "C", "H", "H", "H", "H", "H", "H", "H", "H", "H", "H", "H", "C", "N", "C", "N", "C", "N", "C", "N", "C", "C", "H", "H", "H", "H", "H", "H", "H", "H", "H", "H", "H", "H", "Cl", "C", "C", "C", "Cl", "C", "Cl", "C", "Cl", "C", "Cl"], "xyz": [[0.26108, -0.81440, -1.27657], [-0.20129, -2.41558, 1.12009], [-0.08944, -1.77412, 2.67958], [0.15368, -0.50069, 3.06150], [0.12668, -0.37680, 4.52545], [-0.05100, -1.81753, 4.98920], [-0.25988, -2.54542, 3.76567], [0.17982, 0.27367, 2.39021], [-0.67274, 0.26425, 4.88244], [1.06969, 0.05652, 4.91524], [-0.88486, -1.93315, 5.69620], [0.84418, -2.16155, 5.54105], [-0.44420, -3.54741, 3.64902], [4.58580, -2.96047, 2.68771], [3.91226, -1.74315, 2.91561], [3.53425, -0.95684, 1.81988], [3.66648, -1.44892, 0.50637], [4.36728, -2.63917, 0.28950], [4.86869, -3.35755, 1.37678], [2.90773, -0.60524, -1.01358], [3.61736, 1.13178, -1.08913], [3.22306, 2.10959, -0.14916], [3.64007, 3.43016, -0.32503], [4.41354, 3.81386, -1.42276], [4.81078, 2.83915, -2.33018], [4.45687, 1.50268, -2.15087], [4.91611, -3.57201, 3.51358], [3.68883, -1.39141, 3.91804], [3.06333, 0.02880, 1.98247], [4.52947, -3.00069, -0.73047], [5.43243, -4.25802, 1.14286], [3.44882, -1.26668, -2.24217], [2.57126, 1.86043, 0.70642], [3.32529, 4.17645, 0.41180], [4.68784, 4.86072, -1.54339], [5.42249, 3.10271, -3.21647], [4.81623, 0.74736, -2.85904], [-3.36333, -1.44340, -2.60742], [-2.94130, -0.79458, -1.35217], [-3.48957, -1.59314, -0.24246], [-4.94234, -1.69626, -0.31965], [-5.27706, -2.32768, -1.59584], [-4.81182, -1.54830, -2.75613], [-5.36355, -0.18755, -2.63565], [-5.02204, 0.49446, -1.39062], [-3.57319, 0.54308, -1.28106], [-5.52914, -0.34309, -0.30738], [-2.92879, -2.44767, -2.57978], [-2.94722, -0.88333, -3.47171], [-3.18390, -1.12581, 0.71683], [-3.04041, -2.58874, -0.25316], [-6.36990, -2.44785, -1.68448], [-4.79878, -3.31153, -1.66740], [-6.45123, -0.21067, -2.68878], [-4.98941, 0.41115, -3.46592], [-3.30776, 1.00023, -0.32386], [-3.12499, 1.14780, -2.06791], [-6.60639, -0.40320, -0.45439], [-5.32619, 0.13497, 0.65409], [-1.30394, 1.76710, 1.23814], [-0.59773, 2.32028, -0.25101], [-0.14333, 1.46172, -1.26928], [0.34057, 1.99305, -2.46398], [0.98995, 0.98060, -3.72456], [0.45748, 3.37978, -2.64515], [1.25294, 3.99813, -4.05012], [0.01489, 4.22945, -1.65389], [0.12342, 5.89973, -1.85645], [-0.52734, 3.70406, -0.44132], [-1.15658, 4.77588, 0.75463]], "relative_energy_ev": 0.000, "homo_ev": -10.8, "lumo_energy_ev": -4.1, "total_charge": 1}



Computed values of energy (unit: eV) for the preceding records, in sequence: -91783.7513, -124569.0098.